(1)
Formula: C9H23Br6INb
Source: the OMol25 dataset
Level of theory: ωB97M-V/def2-TZVPD

Computed properties:
Charge: -1
LUMO level: 2.39 eV
Spin multiplicity: 1
DFT total energy: -439606.0138 eV
M: 830.5 g/mol

```
40
C9H23Br6INb (ωB97M-V/def2-TZVPD)
C -1.3273 -3.4095 1.0516
C -1.6208 -3.1400 -0.4350
I 0.0122 -3.9241 -1.6277
C -1.8463 -1.6373 -0.8144
Nb -0.3012 -0.1306 -0.0021
H -1.3685 -4.5032 1.1950
H -2.0641 -2.9637 1.7296
H -0.3397 -3.0635 1.3657
H -2.5234 -3.7080 -0.6925
H -1.7391 -1.5900 -1.9171
H -2.8792 -1.3175 -0.6143
H -1.5239 1.2407 0.0157
H 0.2353 0.2409 -1.7182
H 0.9734 -1.4413 0.1954
H -0.8073 -0.5159 1.7275
H 0.9848 1.0593 0.5786
Br 3.7249 1.9415 2.7874
C 3.0278 1.3527 4.5078
C 1.8729 0.3961 4.3532
Br 0.2288 1.3135 3.8666
H 2.7636 2.2472 5.0634
H 3.8672 0.8592 4.9962
H 1.6568 -0.0882 5.3043
H 2.0448 -0.3620 3.5927
Br 3.8510 0.2070 -1.2032
C 3.6603 2.1411 -1.1992
C 4.9613 2.8309 -1.5175
Br 6.1780 2.8137 0.0056
H 3.2549 2.4137 -0.2286
H 2.9190 2.3532 -1.9677
H 4.7915 3.8846 -1.7337
H 5.4909 2.3735 -2.3474
Br -4.0382 1.3054 -4.8822
C -4.5383 -0.1268 -3.6577
C -5.2041 0.4133 -2.4198
Br -3.8994 1.1904 -1.1990
H -3.6337 -0.6881 -3.4408
H -5.2269 -0.7543 -4.2215
H -5.6754 -0.3942 -1.8608
H -5.9426 1.1804 -2.6359
```

Löwdin atomic charge list, values in e, 6 entries:
1 C -0.26
2 C -0.88
3 I 0.67
4 C -0.54
5 Nb 1.03
6 H 0.05



(2)
Formula: C9H23N4O2
Source: the OMol25 dataset
Level of theory: ωB97M-V/def2-TZVPD

Computed properties:
Charge: +1
LUMO level: -2.25 eV
Spin multiplicity: 1
DFT total energy: -19753.3759 eV
M: 219.3 g/mol

```
38
C9H23N4O2 (ωB97M-V/def2-TZVPD)
C -1.7844 -1.0751 -1.0733
C 0.9580 1.9309 -2.2683
C -1.2308 -1.2362 3.1276
C 3.3952 1.2891 0.6242
C -3.0156 -1.7411 -2.9946
C 2.1718 1.4257 -1.5148
C 0.0505 -1.0735 2.1911
C 2.2101 1.6999 -0.2261
C -0.1652 -0.6325 0.7875
N 1.2236 2.4665 0.4477
N -2.2157 -2.0788 -1.8203
N -1.1855 -1.4842 0.1703
N -0.6493 0.8034 0.8775
O -1.8608 0.1352 -1.3032
O 0.6008 -2.3600 2.0334
H 0.2115 1.0857 -2.3092
H 1.0388 2.0658 -3.3994
H 0.6543 2.8958 -1.9130
H -1.2552 -2.1107 3.6393
H -2.1735 -1.4225 2.5800
H -1.2779 -0.3174 3.8105
H 4.1519 2.0282 0.6200
H 2.9239 1.4065 1.6222
H 3.8249 0.2409 0.5211
H -3.1448 -0.5516 -3.1192
H -2.4041 -2.2113 -3.7934
H -3.9248 -2.3394 -3.1446
H 0.9260 -0.7090 0.3928
H 3.0354 0.8040 -1.9161
H 0.8732 -0.3745 2.4896
H 1.5113 3.2782 0.9599
H 0.4941 2.8209 -0.1834
H -1.9461 -2.9570 -1.3853
H -0.8359 -2.3934 0.4777
H -1.4455 1.0575 1.4261
H -1.1455 1.0266 -0.1014
H 0.2394 1.4065 0.9641
H 1.1661 -2.7990 2.7032
```

Löwdin atomic charge list, values in e, 6 entries:
1 C -0.51
2 C -0.09
3 C 0.00
4 C -0.04
5 C -0.05
6 C -0.10



(3)
Formula: C9H24AsN4O3STi
Source: the OMol25 dataset
Level of theory: ωB97M-V/def2-TZVPD

Computed properties:
Charge: +2
LUMO level (alpha / beta): -6.13 / -6.15 eV
Spin multiplicity: 2
DFT total energy: -116602.2958 eV
Expectation value of S²: 0.752
M: 391.2 g/mol

```
43
C9H24AsN4O3STi (ωB97M-V/def2-TZVPD)
Ti 0.5210 -1.3820 0.3870
N 2.3540 -2.4429 0.1272
N 2.8365 -1.9474 1.3760
C 1.9279 -1.8304 2.4487
O 2.3033 -1.6023 3.5536
O 0.6514 -1.9305 2.0496
H 2.3282 -3.4612 0.1120
H 2.9914 -2.1429 -0.6042
H 3.7793 -2.1873 1.6523
C 1.9353 2.3471 2.5955
C 0.5242 1.9278 2.2002
N 0.1080 2.4185 0.8802
C 0.4899 1.9535 -0.3168
S 1.5006 0.5532 -0.5414
N 0.1285 2.6468 -1.3882
C 0.3897 2.2788 -2.7888
C 1.7501 2.7483 -3.2909
H 2.1876 1.9291 3.5699
H 2.0009 3.4327 2.6622
H 2.6675 1.9943 1.8715
H -0.1892 2.3229 2.9203
H 0.4338 0.8449 2.2022
H -0.3268 3.3303 0.8855
H -0.2995 3.5515 -1.2475
H -0.4007 2.7388 -3.3798
H 0.3020 1.1975 -2.8710
H 1.8141 3.8359 -3.2922
H 1.8975 2.4005 -4.3126
H 2.5515 2.3471 -2.6728
C -2.4317 -2.2913 1.4642
As -2.4032 -1.9297 -0.4346
C -3.3814 -0.3300 -0.8893
C -2.9753 -3.4252 -1.5029
O -0.7714 -1.6006 -0.8389
H -3.4526 -2.4113 1.8229
H -1.9585 -1.4663 1.9965
H -1.8815 -3.2132 1.6512
H -4.4487 -0.4953 -0.7499
H -3.1823 -0.1049 -1.9356
H -3.0468 0.4877 -0.2538
H -4.0528 -3.5533 -1.4154
H -2.4656 -4.3256 -1.1657
H -2.7062 -3.2135 -2.5364
```

Löwdin atomic charge list, values in e, 6 entries:
1 Ti 0.77
2 N -0.01
3 N 0.03
4 C -0.64
5 O 0.18
6 O -0.15



(4)
Formula: C9H24ClINP2Pt
Source: the OMol25 dataset
Level of theory: ωB97M-V/def2-TZVPD

Computed properties:
Charge: +3
LUMO level (alpha / beta): -10.96 / -15.10 eV
Spin multiplicity: 5
DFT total energy: -53623.4770 eV
Expectation value of S²: 6.037
M: 565.7 g/mol

```
39
C9H24ClINP2Pt (ωB97M-V/def2-TZVPD)
C 2.7594 2.5989 1.3065
I 3.1282 0.1185 3.5997
H 2.2405 3.0701 0.4245
H 3.7876 2.6040 1.0583
H 2.3969 3.2718 2.0854
Pt -0.7242 -0.6004 -0.7004
P 1.0817 -1.7813 -1.4294
C 2.4316 -1.4377 -0.2758
C 0.7190 -3.5316 -1.3828
H 1.6673 -4.0619 -1.4517
H 2.4827 -1.5569 -3.3480
H 0.0603 -3.7836 -2.2246
H 0.8028 -1.1919 -3.7748
H 2.1974 -1.9008 0.6964
H 0.2933 -3.7566 -0.3921
C 1.5754 -1.0653 -3.0118
H 3.3092 -1.9071 -0.7172
H 1.7816 -0.0032 -2.8697
H 2.5652 -0.3432 -0.2203
P -2.5935 0.4653 0.0478
C -2.1396 1.3808 1.5430
C -2.9895 1.7350 -1.1779
H -4.2792 -1.1400 -0.4454
H -4.5992 -0.2572 1.0960
H -3.3477 -1.5083 1.0974
C -3.8431 -0.7427 0.4803
H -3.2337 1.2979 -2.1506
H -3.8415 2.3197 -0.8404
H -3.0002 2.0021 1.7801
H -1.2567 1.9968 1.3090
H -2.1304 2.4012 -1.2870
H -1.9739 0.6470 2.3485
Cl -1.7989 -1.0772 -2.6769
C 1.2248 1.2892 2.1258
C 0.7258 0.0082 1.8181
N -0.0398 -0.6510 1.1760
H 2.0049 1.7014 1.0403
H 1.9386 1.2397 2.9779
H 0.6169 2.1504 2.3658
```

Löwdin atomic charge list, values in e, 6 entries:
1 C 0.01
2 I 1.39
3 H 0.11
4 H 0.07
5 H 0.09
6 Pt 0.55



(5)
Formula: C9H24FN3O9
Source: the OMol25 dataset
Level of theory: ωB97M-V/def2-TZVPD

Computed properties:
Charge: -1
LUMO level (alpha / beta): 2.69 / 2.64 eV
Spin multiplicity: 2
DFT total energy: -35338.3385 eV
Expectation value of S²: 0.750
M: 337.3 g/mol

```
46
C9H24FN3O9 (ωB97M-V/def2-TZVPD)
N -18.5830 -10.2351 -9.2845
H -19.2858 -9.6986 -8.7963
H -17.6822 -9.7862 -9.2000
H -18.8137 -10.2927 -10.2662
H -18.4970 -11.0950 -8.7617
N -18.6933 -8.6273 -5.9219
H -18.6421 -7.6249 -5.8088
H -18.4132 -9.1909 -5.1321
H -18.0079 -8.9890 -6.5697
H -19.4992 -8.9238 -6.4536
N -15.4317 -9.8243 -4.3022
H -16.0845 -9.2837 -3.7529
H -15.2548 -9.3963 -5.1997
H -16.0043 -10.5706 -4.6701
H -14.6704 -10.2627 -3.8040
C -18.2788 -8.8887 -1.1960
C -18.0089 -8.9367 -2.6980
O -18.5098 -9.8723 -3.2833
O -17.2038 -8.1334 -3.2473
H -18.5859 -9.8835 -0.8733
H -19.1869 -8.2916 -1.1132
H -17.3773 -8.6030 -0.6539
C -14.4088 -9.1439 -9.0742
C -15.3761 -8.8188 -7.8536
O -14.7999 -8.6405 -6.7529
O -16.6080 -8.7785 -8.0427
H -14.4733 -10.2243 -9.2035
H -13.3672 -8.9137 -8.8498
H -14.7732 -8.5819 -9.9341
C -22.9221 -9.5832 -8.1653
C -21.5999 -9.7887 -7.4332
O -20.6095 -9.2722 -8.0345
O -21.4881 -10.2745 -6.3127
H -23.1082 -10.4935 -8.7352
H -23.0030 -8.6629 -8.7439
H -23.7864 -9.4671 -7.5114
C -23.4053 -8.0775 -4.3764
C -21.9799 -7.7845 -3.7584
O -22.3181 -6.9246 -2.6573
C -23.5907 -6.8258 -2.4277
O -24.0765 -6.0846 -1.6254
O -24.3289 -7.5247 -3.3582
F -21.0308 -7.2035 -4.5047
H -23.4714 -9.1529 -4.5416
H -23.5919 -7.6050 -5.3408
H -21.3724 -8.5854 -3.3370
```

Löwdin atomic charge list, values in e, 6 entries:
1 N 0.15
2 H 0.01
3 H 0.04
4 H 0.03
5 H 0.00
6 N 0.31